Record 1
CH11N3O3 | ωB97M-V/def2-TZVPD

```
18
Properties=species:S:1:pos:R:3:forces:R:3
O 1.28918 1.86000 0.58701 -1.6 -0.4 0.1
O 2.97146 -0.39252 0.58489 -1.2 0.0 0.0
O -2.64994 1.41752 0.15112 1.6 1.0 1.9
N -0.56635 -0.29683 0.73603 0.1 0.4 2.0
N -1.78873 -1.10979 -1.11345 2.3 0.9 1.8
N 0.42976 -1.82261 -0.75197 -2.2 1.7 5.1
C -0.70387 -1.03657 -0.30900 -0.8 -3.4 -4.8
H 3.84740 -0.52848 0.25041 0.8 -0.3 -0.2
H -2.50532 2.35716 0.47985 -0.7 -1.4 -1.0
H 0.52610 1.21021 0.57281 1.3 1.5 0.1
H -2.01866 0.96883 0.78611 -1.2 0.6 -0.9
H 0.89793 2.69145 0.92874 0.5 -0.6 -0.3
H 2.75056 0.52152 0.35669 0.0 0.2 0.3
H -2.40639 -0.30616 -1.14015 -0.5 0.0 0.1
H -1.60582 -1.69037 -1.90924 -0.6 -0.2 -0.6
H -0.20623 -0.87340 1.49597 0.2 0.2 0.7
H 1.17540 -1.52357 -0.08573 0.6 -0.8 -0.9
H 0.56350 -1.44638 -1.62009 1.3 0.6 -3.3
```
Forces are in eV/Å.

Values from the calculation:
Net charge ... +1
Relative energy (zero: lowest compared OMol25 entry of this formula, charge and spin) ... 93.3 kJ/mol
HOMO energy (alpha / beta) ... -15.15 / -15.14 eV
HOMO-LUMO gap (alpha / beta) ... 10.820 / 6.584 eV
M ... 113.12 g mol⁻¹
Largest force on an atom ... 5.892 eV Å⁻¹
E ... -11819.4609 eV
<S²> ... 0.76
Spin multiplicity ... 2
LUMO level (alpha / beta) ... -4.33 / -8.55 eV


Record 2
C18H48AsF6O18S6 | ωB97M-V/def2-TZVPD

```
97
Properties=species:S:1:pos:R:3:forces:R:3
As 15.14561 -2.59755 -24.74882 0.0 -0.1 1.8
S 15.68828 -1.79673 -30.54517 0.1 -1.3 0.7
S 10.48058 4.04802 -25.68892 0.8 -0.4 0.4
S 16.79058 -7.89592 -25.69425 0.0 -0.4 0.1
S 19.51818 -8.04139 -22.06377 1.5 1.3 -0.7
S 11.05896 -3.41688 -28.88917 -1.6 1.0 -0.2
S 16.33438 2.38495 -22.25615 -1.4 -0.5 -1.5
F 16.40193 -1.68645 -25.57835 -1.0 -0.1 -0.2
F 16.22343 -2.57262 -23.38029 0.1 -0.2 0.1
F 14.01580 -2.52299 -26.06267 0.3 0.0 -0.1
F 15.81984 -4.08699 -25.32048 0.0 0.3 -0.2
F 14.03037 -3.56854 -23.76697 0.2 0.4 -0.7
F 14.37258 -1.16415 -24.05688 0.4 -0.1 -0.7
O 15.62329 -7.57415 -26.78681 1.3 0.5 0.3
O 17.06837 -1.59702 -30.92214 -0.8 0.4 0.1
O 19.57993 -8.76548 -23.30508 -0.6 0.5 1.0
O 17.33987 1.88459 -23.41849 -0.2 0.0 1.6
O 15.54815 -3.34397 -30.09732 -0.3 1.5 -0.2
O 17.08870 2.69985 -21.08573 0.3 -0.1 -0.4
O 12.05583 -4.42237 -29.06642 0.2 0.2 0.2
O 10.75148 -2.44555 -29.91442 0.4 -1.1 0.9
O 14.60849 -1.55668 -31.46411 0.7 0.0 0.6
O 16.69612 -9.31034 -25.38737 0.1 1.2 -0.2
O 11.86029 4.27281 -25.34446 -0.7 0.4 -0.1
O 18.54363 -6.75757 -22.27096 0.3 -1.3 0.0
O 10.34847 2.42783 -25.82838 -0.7 1.4 -0.2
O 9.65262 -4.18726 -28.59674 0.4 0.8 -0.5
O 15.46341 3.36844 -22.86391 0.5 -0.4 0.6
O 18.03218 -7.32343 -26.15516 -1.4 -0.5 -0.1
O 9.92470 4.69832 -26.84454 0.0 -1.0 0.8
O 19.28513 -8.70656 -20.81084 -0.3 0.3 -0.5
C 21.03712 -7.05444 -21.96161 -0.5 -0.6 0.1
C 9.49986 4.32351 -24.19209 0.6 1.2 -0.4
C 14.37878 -8.21487 -26.64343 -2.0 -1.2 -0.6
C 15.36564 0.87886 -21.92175 0.6 0.8 0.6
C 16.74873 1.59546 -24.70360 0.6 0.8 -0.8
C 16.18402 -6.93074 -24.32537 0.0 -0.5 0.4
C 15.37308 -1.01020 -28.94053 -0.1 0.1 -1.4
C 10.82393 1.65854 -24.73356 0.4 -1.2 1.7
C 9.66661 -5.40526 -27.88175 0.2 -1.2 0.9
C 11.19730 -2.52848 -27.33284 0.8 -0.2 -0.3
C 11.57435 0.45833 -25.24948 1.2 0.6 -0.2
C 15.70130 -4.77927 -28.21047 -0.5 -0.6 -0.3
C 17.88701 1.12058 -25.59202 0.1 -0.4 0.2
C 18.17558 -4.64432 -21.13400 0.4 0.8 -0.5
C 16.47510 -3.86250 -29.11252 0.5 -1.2 -0.4
C 17.97775 -6.13728 -21.10695 -0.9 0.2 0.6
C 8.23359 -5.84361 -27.64827 -0.7 0.4 -0.8
C 13.22019 -7.31097 -27.10018 1.4 0.7 0.4
H 15.29431 -5.61490 -28.78515 0.0 0.1 -0.1
H 10.22043 -6.19844 -28.39186 -0.1 0.3 -0.5
H 17.73895 -4.14568 -20.26837 -0.2 -0.3 0.1
H 18.64257 1.88352 -25.77716 -0.2 0.2 0.1
H 7.69484 -5.24340 -26.91496 0.3 -0.1 0.3
H 12.24630 -7.76662 -26.94650 0.0 -0.2 0.0
H 9.16366 5.36248 -24.15322 -0.2 -0.1 -0.6
H 17.06769 -3.16667 -28.51650 -0.4 0.6 -0.4
H 14.69000 -1.65669 -28.40062 0.2 -0.1 0.2
H 17.16778 -4.44150 -29.72620 0.3 0.0 0.3
H 17.51241 0.77632 -26.55562 -0.1 0.0 0.0
H 14.36617 -9.12182 -27.25479 0.3 0.0 0.0
H 17.74215 -4.17349 -22.01976 -0.2 -0.2 0.0
H 16.32889 -5.23633 -27.45147 0.1 0.3 0.1
H 11.08099 -0.12224 -26.02165 -0.3 0.0 0.2
H 10.33103 -1.89771 -27.16342 -0.3 -0.3 -0.2
H 21.25899 -6.73699 -22.97633 0.1 -0.2 0.0
H 12.06344 -1.86896 -27.36755 0.1 -0.2 -0.2
H 18.38892 0.27561 -25.11908 -0.1 -0.1 -0.1
H 20.86880 -6.16818 -21.35515 -0.1 -0.2 0.2
H 10.06460 1.35779 -23.99718 -0.8 0.1 -0.9
H 11.37473 -3.25048 -26.53824 -0.1 0.0 0.1
H 11.49221 2.16297 -24.02672 0.3 0.7 -0.8
H 14.12080 -8.55502 -25.63682 0.6 0.2 0.2
H 14.99064 1.00362 -20.90597 0.1 0.1 0.0
H 8.14122 -6.91049 -27.45384 0.2 0.1 0.4
H 16.08542 0.06489 -21.94469 -0.2 -0.2 -0.1
H 7.64936 -5.68010 -28.56033 0.3 -0.1 -0.2
H 10.24563 4.33208 -23.39854 -0.3 -0.9 0.2
H 16.65517 -5.95513 -24.29219 -0.1 0.0 -0.3
H 11.94783 -0.15630 -24.42954 -0.4 -0.2 0.0
H 10.20088 -5.32005 -26.92730 -0.1 0.4 0.0
H 16.90868 -6.36647 -21.14299 0.0 0.1 0.0
H 19.22009 -4.31855 -21.15714 0.1 -0.4 0.1
H 14.50543 0.74698 -22.56657 0.3 0.0 -0.4
H 13.34556 -6.99721 -28.13538 -0.1 -0.1 0.0
H 18.33728 -6.57950 -20.17628 0.3 -0.1 -0.2
H 13.31644 -6.41489 -26.47826 -0.4 0.1 -0.2
H 12.48896 0.87027 -25.68916 0.0 -0.2 -0.2
H 15.10113 -6.87235 -24.39979 0.0 0.2 -0.1
H 14.84633 -4.27012 -27.76740 0.2 0.1 0.2
H 21.80100 -7.69073 -21.52107 0.1 0.1 -0.2
H 16.42994 -7.47535 -23.41605 0.1 -0.1 -0.1
H 8.65037 3.65422 -24.14160 0.2 -0.2 0.2
H 16.34918 -0.85806 -28.49511 -0.2 0.0 0.4
H 15.95535 0.85176 -24.64041 0.0 0.0 0.2
H 14.86612 -0.07557 -29.17757 0.2 0.1 0.1
H 16.38826 2.56146 -25.06071 -0.4 -0.3 -0.1
```
Forces are in eV/Å.

Values from the calculation:
Net charge ... -1
Relative energy (zero: lowest compared OMol25 entry of this formula, charge and spin) ... 105.5 kJ/mol
HOMO energy ... -8.64 eV
HOMO-LUMO gap ... 10.561 eV
M ... 933.88 g mol⁻¹
Largest force on an atom ... 2.399 eV Å⁻¹
E ... -198457.7520 eV
LUMO level ... 1.92 eV


Record 3
C47H39N2P2PdSe2Si | ωB97M-V/def2-TZVPD

```
94
Properties=species:S:1:pos:R:3:forces:R:3
Pd -0.25234 -1.52278 1.42798 -0.2 -0.1 -0.1
Se -3.18873 -2.44850 -0.65742 -0.1 0.0 0.0
Se -3.37536 -1.29872 1.33896 0.0 0.1 -0.1
P 0.41222 0.37459 2.64392 0.0 0.1 0.0
P -0.10106 0.42686 -2.28381 0.0 -0.1 -0.1
Si 1.94532 -1.25713 0.54747 0.1 0.0 0.0
N -0.84482 -3.46896 0.63443 0.1 0.0 0.0
N -1.20605 -0.02970 0.19480 0.2 0.1 0.3
C 0.45778 -1.37171 6.28858 0.0 0.0 0.0
C 1.93615 -1.44864 -1.32583 0.0 0.0 0.0
C -1.89646 -3.77241 -0.13770 0.0 0.1 0.0
C -0.04312 -4.47834 1.01815 0.0 -0.1 0.0
C -2.76094 3.57812 1.95759 0.0 0.0 0.0
C -1.48906 3.86636 1.69821 0.0 0.0 0.0
C -3.71748 -1.54331 -4.26361 0.0 0.0 0.0
C 0.08141 3.62074 -4.79477 0.0 0.0 0.0
C 0.39293 1.91529 -3.13350 0.0 0.0 0.0
C -3.23741 2.16927 1.79150 0.0 0.0 0.0
C -0.42087 0.94147 -0.51649 0.1 0.0 -0.3
C -0.01540 -0.36093 7.11628 0.0 0.0 0.0
C 3.80462 2.61003 2.31726 0.0 0.0 0.0
C 0.20425 0.09031 4.39518 0.0 0.0 0.0
C 2.72109 -1.74463 -4.03666 0.0 0.0 0.0
C 3.81242 0.92473 0.58794 0.0 0.0 0.0
C -2.42329 0.34993 0.82484 -0.3 -0.2 -0.1
C 3.32317 -2.50374 -3.05304 0.0 0.0 0.0
C -0.38188 0.87184 6.58964 0.0 0.0 0.0
C -0.92282 2.37679 -0.28854 -0.1 0.0 0.1
C -3.22114 1.57928 0.30525 0.0 0.0 0.0
C -2.18632 1.11713 2.20965 0.1 0.1 0.0
C -2.38433 2.41043 -0.57512 0.0 0.0 0.0
C 2.02697 1.01295 2.19470 0.0 0.0 0.0
C 2.61346 2.10929 2.82065 0.0 0.0 0.0
C -2.51582 -2.23406 -4.17894 0.0 0.0 0.0
C -3.82699 -0.26505 -3.72946 0.0 0.0 0.0
C -2.73188 0.32903 -3.12307 0.0 0.0 0.0
C -0.27594 1.10354 5.22804 0.0 0.0 0.0
C -0.21153 -5.78466 0.60476 0.0 0.1 0.0
C -1.51827 -0.36030 -3.04065 0.0 0.0 0.0
C -0.78941 1.59851 2.15473 0.0 0.0 0.0
C 2.93383 -2.34796 -1.72753 0.0 0.0 0.0
C 1.98211 3.71052 -3.31078 0.0 0.0 0.0
C 1.71532 -0.85841 -3.68012 0.0 0.0 0.0
C 0.56752 -1.14865 4.92653 0.0 0.0 0.0
C -0.34929 2.45014 -4.18381 0.0 0.0 0.0
C 1.56687 2.54296 -2.69928 0.0 0.0 0.0
C 4.39397 2.02759 1.19864 0.0 0.0 0.0
C -2.13259 -5.05721 -0.60357 0.0 0.0 0.0
C -1.26672 -6.07783 -0.24411 0.0 0.0 0.0
C 1.23716 4.24896 -4.35726 0.0 0.0 0.0
C 2.62275 0.39469 1.09226 0.0 0.0 0.0
C 2.91535 -2.60186 1.39808 0.0 0.0 0.0
C -1.41704 -1.65111 -3.56485 0.0 0.0 0.0
C 1.30352 -0.71210 -2.35357 0.0 0.1 0.0
C -0.57147 2.75688 1.21413 0.0 0.0 0.0
H -3.45828 4.33880 2.28317 0.0 0.0 0.0
H -3.00692 -5.25732 -1.20827 0.0 0.0 0.0
H 2.16217 2.11300 -1.89853 0.0 0.0 0.0
H -4.56905 -1.99789 -4.75252 0.0 0.0 0.0
H 3.98241 -2.40339 1.25884 0.0 0.0 0.0
H 4.27747 3.45717 2.79581 0.0 0.0 0.0
H 1.56932 5.15882 -4.83901 0.0 0.0 0.0
H -4.76082 0.27613 -3.80356 0.0 0.0 0.0
H 0.94184 -1.93624 4.27934 0.0 0.0 0.0
H -2.42850 -3.22477 -4.60516 0.0 0.0 0.0
H -0.48883 -2.20241 -3.50629 0.0 0.0 0.0
H 0.47254 3.07087 1.23306 0.0 0.0 0.0
H 3.45363 -2.94073 -0.98736 0.0 0.0 0.0
H -1.24222 1.95550 -4.54171 0.0 0.0 0.0
H 0.61149 0.88381 -0.13474 0.0 0.0 0.1
H 2.89075 4.19916 -2.98626 0.0 0.0 0.0
H -2.81944 3.21045 -1.15633 0.0 0.0 0.0
H -0.10122 -0.53582 8.18031 0.0 0.0 0.0
H 2.15285 2.56688 3.68855 0.0 0.0 0.0
H -1.43719 -7.08815 -0.59141 0.0 0.0 0.0
H 5.32383 2.42651 0.81508 0.0 0.0 0.0
H -2.82061 1.33304 -2.72731 0.0 0.0 0.0
H 2.70870 -3.60406 1.02584 0.0 0.0 0.0
H -0.56567 2.06422 4.81692 0.0 0.0 0.0
H 4.30352 0.46597 -0.26376 0.0 0.0 0.0
H -4.20806 1.35998 -0.09637 0.0 0.0 0.0
H -2.40838 0.52828 3.10323 0.0 0.0 0.0
H -1.08872 4.86468 1.81511 0.0 0.0 0.0
H 0.46665 -6.55076 0.95242 0.0 0.0 0.0
H 0.73871 -2.32846 6.70685 0.0 0.0 0.0
H 3.02254 -1.83460 -5.07135 0.0 0.0 0.0
H -0.48368 4.03529 -5.61830 0.0 0.0 0.0
H 4.10654 -3.20654 -3.30356 0.0 0.0 0.0
H 2.73475 -2.57716 2.47485 0.0 0.0 0.0
H 0.76251 -4.21969 1.69216 0.0 0.0 0.0
H 1.24356 -0.27155 -4.46101 0.0 0.0 0.0
H -0.38329 3.06937 -0.93116 0.0 0.0 0.0
H -0.74926 1.65213 7.24211 0.0 0.0 0.0
H -4.20003 1.98999 2.26363 0.0 0.0 0.0
```
Forces are in eV/Å.

Values from the calculation:
Net charge ... +3
Relative energy (zero: lowest compared OMol25 entry of this formula, charge and spin) ... 0.0 kJ/mol
HOMO energy (alpha / beta) ... -15.35 / -16.14 eV
HOMO-LUMO gap (alpha / beta) ... 6.818 / 5.900 eV
M ... 986.22 g mol⁻¹
Largest force on an atom ... 0.412 eV Å⁻¹
E ... -212953.1451 eV
<S²> ... 6.02
Spin multiplicity ... 5
LUMO level (alpha / beta) ... -8.53 / -10.24 eV


Record 4
C6H10O | ωB97M-V/def2-TZVPD

```
17
Properties=species:S:1:pos:R:3:forces:R:3
O -1.00928 0.01296 1.03204 0.0 0.7 1.3
C -0.36136 -0.48141 -1.16490 0.0 -0.2 -0.1
C -0.49078 1.80409 -0.15605 0.5 1.6 -1.5
C 1.23840 0.07232 0.13672 0.2 -0.3 0.0
C -0.02478 -0.79610 0.29988 -0.7 1.1 0.4
C -0.24825 -1.99805 1.06208 0.7 -1.6 -0.1
C 0.39458 0.85080 -0.91015 0.0 0.0 0.0
H -1.42215 -0.43541 -1.42825 0.2 0.0 0.1
H 0.21111 -2.10350 2.03896 -0.1 0.0 -0.2
H 0.92218 1.30461 -1.76184 -0.1 -0.1 0.2
H -0.54643 0.78840 1.46291 -0.6 -1.1 -0.3
H -1.46719 2.04111 -0.57274 0.1 -0.1 0.2
H 2.03733 -0.51298 -0.32459 0.0 0.1 0.0
H -1.05451 -2.66965 0.78958 0.1 0.1 0.1
H 0.00440 2.63938 0.34532 -0.1 -0.2 0.0
H 1.63184 0.61791 1.00314 -0.1 -0.1 -0.1
H 0.18491 -1.13449 -1.85212 -0.1 0.1 0.0
```
Forces are in eV/Å.

Values from the calculation:
Relative energy (zero: lowest compared OMol25 entry of this formula, charge and spin) ... 495.1 kJ/mol
HOMO energy (alpha / beta) ... -7.30 / -7.94 eV
HOMO-LUMO gap (alpha / beta) ... 7.781 / 8.611 eV
M ... 98.14 g mol⁻¹
Largest force on an atom ... 2.239 eV Å⁻¹
E ... -8426.1086 eV
LUMO level (alpha / beta) ... 0.48 / 0.68 eV


> Among the records above, which one has the highest relative energy (zero: lowest compared OMol25 entry of this formula, charge and spin)?

C6H10O